No. 1
The following is a quantum chemistry calculation of C30H37BCl2MoN7O2S3 as an isolated structure, from the OMol25 dataset.

Element x y z (Å)
1 Mo -0.353 1.597 -0.834
2 C 1.965 0.882 -4.405
3 N 1.210 -0.306 -4.071
4 C 1.657 -1.600 -4.147
5 C 0.643 -2.378 -3.704
6 N -0.410 -1.566 -3.353
7 B -1.696 -2.234 -2.728
8 N -2.866 -1.229 -2.682
9 C -3.812 -1.102 -3.667
10 C -4.643 -0.089 -3.329
11 N -4.192 0.398 -2.124
12 C -4.756 1.519 -1.396
13 C -3.102 -0.299 -1.757
14 S -2.220 -0.015 -0.295
15 C -0.040 -0.292 -3.564
16 S -0.905 1.182 -3.270
17 H 3.022 0.624 -4.437
18 H 1.782 1.629 -3.639
19 H 1.648 1.283 -5.367
20 H 2.634 -1.847 -4.522
21 H 0.571 -3.448 -3.620
22 H -1.445 -2.622 -1.615
23 H -2.012 -3.140 -3.456
24 H -3.803 -1.743 -4.530
25 H -5.499 0.328 -3.826
26 H -5.666 1.828 -1.905
27 H -4.045 2.340 -1.373
28 H -4.991 1.219 -0.376
29 Cl 2.914 2.075 1.098
30 C 3.640 2.430 -0.444
31 C 4.987 2.129 -0.564
32 C 5.669 2.476 -1.718
33 C 4.992 3.147 -2.722
34 C 3.643 3.424 -2.580
35 Cl 2.888 4.287 -3.886
36 C 2.892 3.050 -1.453
37 S 1.182 3.466 -1.380
38 H 5.495 1.655 0.264
39 H 6.723 2.258 -1.818
40 H 5.499 3.464 -3.622
41 O 1.179 -0.015 -1.071
42 N 1.621 -0.931 -0.240
43 C 0.783 -1.858 0.260
44 C 1.256 -2.825 1.120
45 C 2.600 -2.855 1.457
46 C 3.446 -1.909 0.897
47 C 2.937 -0.954 0.047
48 H -0.239 -1.766 -0.084
49 H 0.558 -3.549 1.513
50 H 2.984 -3.605 2.133
51 H 4.504 -1.895 1.115
52 H 3.511 -0.178 -0.434
53 C -1.719 3.279 -0.741
54 H -1.236 4.167 -0.319
55 H -2.539 3.028 -0.059
56 H -2.132 3.590 -1.707
57 C -2.780 -2.367 2.658
58 C -2.578 -1.205 3.618
59 N -1.343 -1.322 4.385
60 C -1.234 -2.465 5.287
61 C -0.284 -3.535 4.771
62 C -0.337 -0.415 4.451
63 O 0.600 -0.556 5.227
64 C -0.333 0.798 3.559
65 C -0.101 2.044 4.133
66 C 0.061 3.131 3.295
67 C 0.027 2.946 1.925
68 N -0.180 1.748 1.358
69 C -0.372 0.705 2.180
70 H -3.689 -2.216 2.078
71 H -2.870 -3.314 3.192
72 H -1.952 -2.441 1.954
73 H -3.413 -1.166 4.326
74 H -2.582 -0.262 3.079
75 H -2.240 -2.867 5.419
76 H -0.886 -2.101 6.255
77 H -0.600 -3.903 3.794
78 H -0.256 -4.379 5.460
79 H 0.723 -3.128 4.687
80 H -0.027 2.137 5.208
81 H 0.246 4.123 3.683
82 H 0.190 3.765 1.239
83 H -0.503 -0.260 1.709

Output
Energy   -106320.5083 eV
Orbital gap (alpha / beta)   6.33 / 6.00 eV
HOMO level (alpha / beta)   -6.447 / -6.087 eV
2S+1   2
Relative energy (zero: lowest compared OMol25 entry of this formula, charge and spin)   7.2 kcal per mole

No. 2
The following is a quantum chemistry calculation of C38H44N5RuS2 as an isolated structure at a distorted geometry, from the OMol25 dataset.

Element x y z (Å)
1 Ru -0.084 0.005 -0.309
2 C -1.983 5.726 -1.835
3 C -1.178 5.613 -0.685
4 C -0.451 4.266 -0.614
5 C 0.932 4.132 -0.857
6 C 1.885 5.156 -1.340
7 C 2.252 6.151 -0.009
8 C 1.192 2.705 -0.702
9 N 0.094 1.977 -0.566
10 C -1.007 3.025 -0.269
11 C -2.083 2.600 0.424
12 C -2.451 1.332 0.980
13 C -3.627 1.093 1.804
14 C -4.280 2.242 2.421
15 C -3.490 3.008 3.480
16 C -3.761 -0.287 1.917
17 C -2.669 -0.880 1.213
18 C -2.373 -2.239 1.212
19 C -1.278 -2.863 0.584
20 N -0.314 -2.180 -0.051
21 C 0.609 -3.010 -0.501
22 C 1.873 -2.774 -1.150
23 C 2.365 -1.516 -1.510
24 N 1.642 -0.310 -1.275
25 C 2.643 0.690 -1.438
26 C 2.515 2.059 -1.209
27 C 3.816 0.220 -2.185
28 C 3.704 -1.180 -2.138
29 C 4.921 -2.180 -2.198
30 C 5.142 -2.723 -0.742
31 C 5.024 1.048 -2.573
32 C 5.916 1.420 -1.442
33 C 0.178 -4.378 -0.109
34 C -0.976 -4.268 0.655
35 C -1.955 -5.340 1.424
36 C -3.373 -5.455 0.954
37 C 0.882 -5.698 -0.401
38 C 0.253 -6.303 -1.701
39 N -1.927 0.123 0.532
40 C -4.791 -0.998 2.884
41 C -4.264 -1.150 4.354
42 H -2.497 6.697 -1.812
43 H -2.817 4.998 -1.915
44 H -1.445 5.534 -2.819
45 H -1.882 5.723 0.138
46 H -0.455 6.480 -0.642
47 H 1.332 5.865 -2.025
48 H 2.703 4.699 -1.939
49 H 1.469 5.957 0.792
50 H 2.414 7.263 -0.116
51 H 3.258 5.849 0.345
52 H -2.693 3.344 0.814
53 H -5.178 1.900 2.891
54 H -4.555 2.745 1.467
55 H -2.923 2.282 4.104
56 H -4.262 3.583 4.132
57 H -2.815 3.788 3.120
58 H -2.971 -2.877 1.729
59 H 2.404 -3.564 -1.281
60 H 3.457 2.677 -1.391
61 H 5.751 -1.587 -2.537
62 H 4.903 -3.054 -2.807
63 H 5.358 -1.905 -0.095
64 H 5.992 -3.331 -0.640
65 H 4.248 -3.259 -0.392
66 H 4.682 1.896 -3.184
67 H 5.478 0.339 -3.239
68 H 6.636 0.594 -1.064
69 H 5.386 1.901 -0.555
70 H 6.550 2.201 -1.798
71 H -2.069 -5.101 2.526
72 H -1.388 -6.261 1.279
73 H -3.964 -4.508 0.990
74 H -3.876 -6.302 1.378
75 H -3.345 -5.605 -0.109
76 H 0.448 -6.344 0.363
77 H 1.942 -5.705 -0.199
78 H -0.808 -6.586 -1.656
79 H 0.921 -7.120 -1.941
80 H 0.391 -5.676 -2.551
81 H -5.039 -2.002 2.592
82 H -5.711 -0.434 2.790
83 H -3.226 -1.549 4.412
84 H -4.884 -1.834 4.983
85 H -4.169 -0.253 4.917
86 S -1.877 0.116 -4.835
87 C -1.338 -0.004 -3.337
88 N -0.998 -0.012 -2.173
89 S 1.483 -0.369 2.686
90 C 0.457 -0.049 1.573

Output
Energy   -71815.1622 eV
Orbital gap (alpha / beta)   4.56 / 4.81 eV
HOMO level (alpha / beta)   -5.451 / -7.426 eV
2S+1   6
Relative energy (zero: lowest compared OMol25 entry of this formula, charge and spin)   47.7 kcal per mole